--- a ---
Formula: C5H4O2
Source: the OMol25 dataset
Level of theory: wB97M-V/def2-TZVPD

Structure (XYZ):
```
11
Properties=species:S:1:pos:R:3:nbo_charge:R:1
O -0.00951 2.77530 -0.91014 -0.399
C -0.47331 1.71922 -0.84435 0.816
C -1.14385 0.56554 -0.82337 -0.607
C -0.81669 -0.62042 -0.07834 -0.069
C 0.27801 -1.05257 0.59295 -0.388
C 1.54931 -0.37080 0.78414 0.387
O 1.77919 0.79244 0.50048 -0.554
H -2.06863 0.56415 -1.39732 0.273
H -1.65072 -1.31545 -0.07772 0.214
H 0.21523 -2.04622 1.02084 0.213
H 2.34098 -1.01119 1.23282 0.113
```

Frontier orbital gap = 8.80 eV
HOMO energy = -8.813 eV
SMILES string = O=C=C/C=C\C=O
LUMO level = -0.02 eV

--- b ---
Formula: C5H4O2
Source: the OMol25 dataset
Level of theory: wB97M-V/def2-TZVPD

Structure (XYZ):
```
11
Properties=species:S:1:pos:R:3:nbo_charge:R:1
O 2.24756 -1.46028 0.15211 -0.552
C 1.24271 -0.82692 -0.02328 0.728
C 1.11989 0.63078 -0.04273 -0.334
C -0.08354 1.23511 0.03883 -0.130
C -1.25770 0.39446 0.06978 -0.374
C -1.11274 -0.91416 -0.18823 0.214
O 0.06831 -1.53628 -0.27597 -0.455
H 2.06175 1.16825 -0.06009 0.238
H -0.14326 2.32575 0.04578 0.227
H -2.18082 0.55897 0.59963 0.238
H -1.96215 -1.57568 -0.31584 0.199
```

Frontier orbital gap = 9.38 eV
HOMO energy = -9.146 eV
SMILES string = O=c1cccco1
LUMO level = 0.23 eV

--- c ---
Formula: C5H4O2
Source: the OMol25 dataset
Level of theory: wB97M-V/def2-TZVPD

Structure (XYZ):
```
11
Properties=species:S:1:pos:R:3:nbo_charge:R:1
O 1.15338 -1.16172 0.33223 -0.485
C 0.22859 -0.60837 1.17317 0.588
O 0.46002 0.70765 1.49499 -0.485
C 0.40432 1.31233 0.21722 0.130
C 0.13575 0.57478 -0.86641 -0.328
C -0.07046 -0.93554 -0.62307 0.057
C -0.93259 -1.04470 0.61645 -0.354
H 0.63224 2.36996 0.25584 0.218
H 0.12087 1.00040 -1.86372 0.240
H -0.20796 -1.55445 -1.52834 0.205
H -1.92416 -0.66034 0.79163 0.213
```

Frontier orbital gap = 9.10 eV
HOMO energy = -8.664 eV
LUMO level = 0.43 eV

Among the structures above, stability is greatest for b.